[1]
This record from the OMol25 dataset describes a structure of composition C30H58N3SeSi4Tl. The level of theory is ωB97M-V with the def2-TZVPD basis set.

Summary:
Relative energy (zero: lowest compared OMol25 entry of this formula, charge and spin) in kJ/mol: 19.9
Maximum force in eV Å⁻¹: 0.22
DFT total energy in Eh: -5074.17720
Lowest unoccupied orbital energy in eV: 0.247

XYZ file:
```
97
Properties=species:S:1:pos:R:3:forces:R:3
Tl -0.6451 -0.2388 -0.4197 0.01 0.04 -0.07
C -2.1847 1.4821 -2.0689 -0.08 0.13 0.03
C -1.6348 1.7201 -0.7088 -0.04 -0.21 0.06
C -2.8005 1.5358 0.1964 0.08 0.08 0.05
C -3.8873 1.2195 -0.5516 -0.02 -0.09 -0.02
C -3.5027 1.1749 -1.9585 -0.01 0.06 -0.02
C -4.4152 0.8230 -3.0955 -0.01 0.01 -0.01
C -5.2614 0.9483 -0.0201 0.03 -0.04 0.00
C -2.7395 1.7656 1.6780 0.00 0.00 -0.02
C -0.7017 2.8960 -0.4791 -0.05 -0.01 0.03
C -1.3951 1.6535 -3.3294 0.00 -0.02 0.01
H -4.0733 -0.0754 -3.6173 0.00 0.01 0.00
H -4.4617 1.6275 -3.8321 0.00 0.00 0.00
H -5.4321 0.6364 -2.7525 0.01 0.00 0.00
H -5.2160 0.5740 1.0036 -0.01 0.02 0.00
H -5.7894 0.2060 -0.6203 0.00 -0.02 0.01
H -5.8738 1.8541 -0.0100 0.00 0.00 -0.02
H -1.7413 2.0830 1.9835 -0.04 0.01 -0.01
H -2.9914 0.8687 2.2513 0.00 -0.01 -0.01
H -3.4376 2.5478 1.9835 0.00 0.00 0.01
H 0.0255 2.7566 0.3241 -0.04 0.04 -0.01
H -1.3030 3.7773 -0.2349 0.00 0.00 -0.06
H -0.1330 3.1193 -1.3805 0.07 -0.04 0.00
H -1.4101 2.6938 -3.6682 0.00 0.00 0.00
H -1.7990 1.0417 -4.1381 0.00 0.01 0.00
H -0.3456 1.3818 -3.1904 0.01 -0.01 -0.01
C -1.5419 -2.4221 -3.6671 -0.01 0.00 0.01
Si -1.7935 -2.9814 -1.8936 0.02 0.01 0.00
C -1.9447 -4.8540 -1.8706 -0.02 0.00 0.01
C -3.4580 -2.2937 -1.3658 -0.01 0.00 -0.01
C -0.3800 -2.4050 -0.7788 -0.02 0.01 -0.01
Si 1.3399 -2.6517 -1.5340 0.00 0.02 -0.01
C 1.5934 -4.4187 -2.1238 0.02 0.01 -0.02
C 2.6785 -2.3099 -0.2568 0.02 -0.04 0.01
C 1.6388 -1.5940 -3.0691 0.02 -0.03 0.01
Si -0.4873 -3.1292 0.9443 0.01 0.02 -0.01
C 0.3058 -4.8100 1.1687 -0.01 -0.01 0.02
C -2.2345 -3.2386 1.6216 0.02 -0.02 0.02
C 0.3447 -1.8928 2.1184 0.00 -0.04 0.04
C 1.0499 -2.2550 3.2533 0.00 0.01 0.02
C 1.5212 -1.2707 4.1187 -0.03 -0.01 -0.01
C 1.2590 0.0539 3.8360 0.00 0.00 -0.01
C 0.5409 0.3568 2.6876 -0.01 0.04 -0.02
N 0.1095 -0.5887 1.8545 0.00 0.02 -0.03
H -2.4328 -2.6780 -4.2470 0.00 0.00 0.00
H -0.6881 -2.9001 -4.1474 0.01 -0.01 -0.01
H -1.4036 -1.3394 -3.7333 0.01 0.00 0.00
H -2.7674 -5.1565 -2.5241 0.00 0.00 0.00
H -2.1747 -5.2283 -0.8702 0.00 0.00 0.00
H -1.0416 -5.3557 -2.2171 0.01 -0.01 0.00
H -4.1667 -2.4338 -2.1876 0.00 0.00 0.01
H -3.4187 -1.2227 -1.1560 -0.02 0.04 0.01
H -3.8678 -2.7938 -0.4892 0.00 0.00 0.00
H 1.4122 -5.1720 -1.3570 0.00 0.01 0.00
H 2.6333 -4.5185 -2.4497 0.00 -0.01 0.00
H 0.9641 -4.6486 -2.9857 0.00 0.00 -0.01
H 2.7778 -3.1407 0.4459 0.01 0.02 0.00
H 2.5094 -1.4029 0.3238 0.00 0.01 -0.01
H 3.6399 -2.2046 -0.7682 0.00 0.00 0.00
H 1.4061 -2.1593 -3.9724 0.01 0.00 -0.01
H 2.6989 -1.3279 -3.1142 0.00 0.01 0.00
H 1.0703 -0.6656 -3.0969 -0.03 0.00 0.00
H -0.1046 -5.5289 0.4572 -0.01 0.00 0.01
H 0.0834 -5.1809 2.1726 0.01 -0.01 0.00
H 1.3890 -4.7954 1.0462 -0.01 0.00 -0.01
H -2.8441 -3.9917 1.1201 0.00 0.00 0.00
H -2.7577 -2.2812 1.5658 0.00 0.01 -0.01
H -2.1644 -3.5154 2.6771 -0.01 0.00 0.00
H 1.2379 -3.3015 3.4583 0.00 0.00 0.00
H 2.0877 -1.5428 5.0003 0.01 0.00 0.00
H 1.6201 0.8632 4.4545 0.01 -0.01 -0.01
H 0.3567 1.3899 2.4180 0.06 -0.06 -0.01
C 4.1911 1.9568 -2.6970 0.00 0.03 0.00
N 3.8563 1.4738 -1.3650 0.01 -0.09 0.02
C 4.9088 1.4311 -0.3528 -0.01 0.00 -0.01
C 2.6410 1.0716 -1.1162 -0.01 0.18 -0.06
N 1.5498 0.7139 -0.9765 0.02 -0.12 0.12
H 4.5584 2.9822 -2.6342 -0.01 0.00 0.01
H 3.3065 1.9348 -3.3289 0.00 0.00 0.00
H 4.9630 1.3260 -3.1426 0.00 0.00 0.00
H 5.3811 2.4111 -0.2923 -0.02 0.00 0.01
H 5.6486 0.6739 -0.6245 0.00 0.01 0.02
H 4.4705 1.2255 0.6195 -0.01 -0.01 0.01
C 0.7840 5.5995 3.0376 0.00 0.00 0.00
Si 2.2770 4.4760 3.2920 0.00 -0.02 -0.02
C 3.7923 5.5848 3.4337 0.00 0.00 0.00
C 2.0428 3.6589 4.9814 -0.01 0.00 0.01
Se 2.4620 2.9775 1.6705 0.07 0.03 -0.03
H 0.7089 6.3600 3.8207 0.00 0.00 0.00
H -0.1381 5.0127 3.0408 0.00 0.00 0.00
H 0.8508 6.1046 2.0718 0.00 0.00 0.00
H 3.6949 6.2951 4.2601 0.00 0.00 0.00
H 3.9350 6.1490 2.5098 0.00 0.00 0.00
H 4.6897 4.9848 3.5982 0.00 0.00 0.00
H 2.0575 4.3946 5.7912 -0.01 0.00 0.00
H 2.8381 2.9326 5.1662 0.01 0.01 0.01
H 1.0839 3.1346 5.0251 0.00 0.00 0.00
```
Positions in Å, forces in eV/Å.

Results of the Löwdin charge analysis, in e, for atoms 1 through 2: 1.04, -0.28

---

[2]
This record from the OMol25 dataset describes a structure of composition C8H18BN3O3RuS5Sb. The level of theory is ωB97M-V with the def2-TZVPD basis set.

Summary:
Relative energy (zero: lowest compared OMol25 entry of this formula, charge and spin) in kJ/mol: 73.2
Multiplicity: 5
Maximum force in eV Å⁻¹: 0.59
Net charge: -1
DFT total energy in Eh: -3056.79675
Lowest unoccupied orbital energy (alpha / beta) in eV: 2.500 / 1.910
⟨S²⟩: 6.026

XYZ file:
```
40
Properties=species:S:1:pos:R:3:forces:R:3
Ru 0.3499 1.3854 -1.2159 0.18 0.37 -0.36
S 1.0771 5.1765 1.4938 -0.06 0.00 -0.04
Sb 1.8372 3.0587 1.3643 -0.06 0.08 -0.03
S -0.5052 1.7734 1.1191 0.17 -0.41 -0.04
S 2.2472 2.6780 -1.0364 0.08 -0.03 0.04
C 2.8807 -2.1721 1.5746 -0.08 -0.02 0.04
C 1.5336 -1.5418 1.8859 0.09 -0.13 -0.11
C 1.3332 -1.4341 3.3940 0.01 0.07 -0.02
O 1.5288 -0.2071 1.3606 0.02 0.16 -0.02
B 0.2140 0.0891 1.0227 -0.19 0.06 0.56
O -0.5596 -1.0614 0.9631 -0.13 0.17 0.01
C 0.3141 -2.1866 1.1575 0.09 -0.13 0.01
C 0.6775 -2.7510 -0.2085 0.04 -0.01 0.01
C -0.4267 -3.2280 1.9783 0.00 -0.01 -0.01
H 3.6605 -1.6337 2.1115 0.02 0.03 0.02
H 3.1037 -2.1201 0.5121 -0.01 0.02 -0.03
H 2.9048 -3.2166 1.8925 -0.02 -0.02 0.01
H 2.1259 -0.8089 3.8040 0.01 0.02 0.01
H 1.3719 -2.4089 3.8778 0.02 -0.08 0.02
H 0.3770 -0.9655 3.6292 -0.02 0.02 -0.02
H 1.1584 -1.9997 -0.8343 0.00 0.00 0.02
H -0.2327 -3.0719 -0.7139 -0.03 0.02 -0.02
H 1.3380 -3.6131 -0.1104 0.01 -0.04 0.01
H -0.8618 -2.7891 2.8733 0.00 0.02 0.02
H 0.2437 -4.0361 2.2749 0.05 -0.03 -0.01
H -1.2313 -3.6591 1.3830 -0.03 0.02 -0.02
C -2.6008 2.9850 -1.2891 0.03 -0.02 0.10
N -1.3115 3.1998 -1.9579 0.12 0.11 -0.06
C -1.2656 3.1612 -3.3447 -0.46 -0.24 -0.04
N -2.1645 2.3218 -3.9083 0.20 0.10 0.19
S -0.2224 4.1029 -4.2164 0.13 0.07 -0.07
H -2.5410 3.4297 -0.2994 -0.01 -0.03 -0.01
H -2.8053 1.9202 -1.1678 -0.01 0.04 -0.03
H -3.4120 3.4441 -1.8568 -0.01 0.04 0.01
H -0.7789 3.9910 -1.6030 -0.04 -0.14 -0.05
H -2.5461 1.5321 -3.3830 0.11 0.11 -0.13
H -2.0523 2.1885 -4.8989 0.01 0.02 0.02
O -2.8208 -0.2879 -2.8512 -0.35 -0.06 0.03
S -1.5758 -1.0089 -2.5297 -0.11 -0.07 -0.26
N -0.3632 -0.2354 -2.2465 0.23 -0.05 0.25
```
Positions in Å, forces in eV/Å.

Results of the Löwdin charge analysis, in e, for atoms 1 through 2: 0.67, -0.39

---

[3]
This record from the OMol25 dataset describes the molecule C14H21NO2. The level of theory is ωB97M-V with the def2-TZVPD basis set.

Summary:
SMILES: Cc1cccc(OCCCC(=O)NC(C)C)c1
Relative energy (zero: lowest compared OMol25 entry of this formula, charge and spin) in kJ/mol: 3.5
Maximum force in eV Å⁻¹: 0.66
DFT total energy in Eh: -751.32534
Lowest unoccupied orbital energy in eV: 0.808

XYZ file:
```
38
Properties=species:S:1:pos:R:3:forces:R:3
C -2.4527 -3.0248 -0.0540 0.03 0.03 0.06
C -2.4130 -1.5267 -0.0141 0.03 0.09 -0.07
C -3.3853 -0.8116 0.6770 -0.06 0.03 0.05
C -3.3248 0.5660 0.7262 -0.05 -0.10 0.05
C -2.3002 1.2595 0.1032 0.23 0.27 -0.15
C -1.3190 0.5565 -0.5826 -0.16 -0.17 -0.04
O -0.2645 1.1108 -1.2559 -0.13 -0.32 0.07
C -0.0234 2.4956 -1.1493 -0.02 0.56 0.15
C 0.5616 2.9091 0.2041 0.02 -0.30 -0.27
C 1.8978 2.2160 0.4707 -0.37 -0.03 0.15
C 1.6666 0.7287 0.7166 0.49 0.41 -0.15
O 0.8972 0.3249 1.5631 -0.27 -0.03 0.30
N 2.4047 -0.0906 -0.0600 0.27 -0.26 -0.24
C 2.3100 -1.5363 -0.0002 0.08 -0.20 0.08
C 2.2905 -2.1034 -1.4157 -0.15 0.12 0.24
C 3.4680 -2.1137 0.8144 -0.33 0.07 -0.02
C -1.3952 -0.8334 -0.6418 0.04 0.16 0.01
H -2.0172 -3.4291 0.8601 0.02 -0.10 0.03
H -1.8853 -3.4077 -0.8988 0.02 -0.08 -0.05
H -3.4777 -3.3830 -0.1235 -0.04 -0.08 -0.02
H -4.1857 -1.3376 1.1762 -0.09 -0.06 0.04
H -4.0831 1.1194 1.2612 -0.05 0.04 0.04
H -2.2861 2.3363 0.1648 0.05 0.08 -0.01
H 0.6996 2.7066 -1.9448 -0.12 0.03 0.08
H -0.9365 3.0675 -1.3595 0.09 -0.08 -0.04
H 0.6894 3.9933 0.2091 -0.04 0.01 0.01
H -0.1261 2.6296 1.0038 0.00 0.12 0.02
H 2.3386 2.6322 1.3790 0.07 -0.07 -0.04
H 2.5861 2.3778 -0.3603 0.07 0.03 0.00
H 3.0319 0.2957 -0.7467 -0.12 0.13 0.07
H 1.3658 -1.7516 0.5114 0.13 0.02 -0.10
H 3.2534 -1.9472 -1.9000 0.12 -0.01 -0.09
H 2.0877 -3.1707 -1.3911 0.03 -0.13 -0.04
H 1.5220 -1.6135 -2.0091 -0.06 0.01 -0.09
H 3.3762 -3.1942 0.8831 0.05 -0.16 0.03
H 3.4572 -1.6987 1.8188 0.03 0.02 0.10
H 4.4210 -1.8737 0.3461 0.11 0.01 -0.06
H -0.6310 -1.3620 -1.1894 0.13 -0.09 -0.09
```
Positions in Å, forces in eV/Å.

Results of the Löwdin charge analysis, in e, for atoms 1 through 2: -0.05, -0.27

---

[4]
This record from the OMol25 dataset describes a cluster of 2 separate species, C8H16N2Si in total in a non-equilibrium geometry. The level of theory is ωB97M-V with the def2-TZVPD basis set.

Summary:
Relative energy (zero: lowest compared OMol25 entry of this formula, charge and spin) in kJ/mol: 88.7
Multiplicity: 3
Maximum force in eV Å⁻¹: 4.24
DFT total energy in Eh: -713.19536
Lowest unoccupied orbital energy (alpha / beta) in eV: 0.752 / -0.736
⟨S²⟩: 2.010

XYZ file:
```
27
Properties=species:S:1:pos:R:3:forces:R:3
C 0.1884 1.9103 -3.3163 -0.92 -0.59 -0.08
C -1.0498 1.3667 -3.0609 -2.04 0.43 -1.24
C 0.2123 1.1371 -1.3173 -0.94 -0.68 0.93
C 0.3293 -1.8715 0.9838 0.26 1.92 -1.90
C 2.1572 -0.6583 2.3967 -1.30 -0.33 -0.20
C -0.4624 0.0404 2.4683 2.90 -0.68 3.01
C -2.1620 0.2979 -1.0601 0.27 -2.42 -2.10
C 0.7956 -0.4950 1.6514 -0.58 -0.50 -2.34
N 0.9517 1.7101 -2.2059 1.49 1.53 -1.90
N -1.0400 0.9143 -1.7710 -0.85 -0.41 0.97
Si 1.1918 0.6128 0.0539 2.29 -0.44 2.36
H 0.5143 2.3874 -4.2409 0.07 -0.21 0.51
H -2.0220 1.3011 -3.6320 1.53 0.21 0.58
H -0.5893 -1.7740 0.3638 0.26 0.42 0.54
H 1.0252 -2.2753 0.2110 0.02 0.08 1.10
H 0.0637 -2.5246 1.7485 -0.08 -1.64 1.34
H 3.0371 -1.0325 1.8890 -0.09 0.42 -1.24
H 2.1244 -1.4347 3.1427 -0.66 0.03 1.01
H 2.3525 0.3139 2.7823 0.61 0.56 0.83
H -1.0462 0.7159 1.9167 -0.65 1.11 -0.51
H -1.0787 -0.7864 2.7648 -0.47 -0.70 -0.17
H -0.1779 0.4448 3.5564 -0.34 -0.22 -2.56
H -3.0388 0.4509 -1.6393 -0.84 0.64 -0.44
H -2.1422 -0.8190 -1.0452 0.71 0.49 -0.43
H -2.3979 0.4484 -0.0554 0.41 1.60 1.67
H 2.5733 1.2906 -0.0648 -1.12 -0.55 0.34
H -0.3097 -1.6712 -2.5201 0.04 -0.09 -0.07
```
Positions in Å, forces in eV/Å.

Results of the Löwdin charge analysis, in e, for atoms 1 through 2: -0.14, -0.11

---

[5]
This record from the OMol25 dataset describes a structure of composition C4H12O4 in a non-equilibrium geometry. The level of theory is ωB97M-V with the def2-TZVPD basis set.

Summary:
Relative energy (zero: lowest compared OMol25 entry of this formula, charge and spin) in kJ/mol: 88.7
Maximum force in eV Å⁻¹: 3.05
Net charge: -2
DFT total energy in Eh: -460.46363
Lowest unoccupied orbital energy in eV: 6.363

XYZ file:
```
20
Properties=species:S:1:pos:R:3:forces:R:3
C 0.4249 -0.2297 -0.7073 1.30 0.34 -1.13
C -0.8621 0.4550 -0.3862 -2.17 1.83 -1.11
C -2.0013 -0.1665 0.4738 1.90 -0.31 2.00
O -1.9701 0.2123 1.8038 -0.54 0.73 0.38
C 1.3287 0.6691 -1.7210 0.01 -2.83 -0.28
O 2.0641 -0.1636 -2.5877 0.78 0.12 0.52
H 0.2368 -1.1653 -1.2749 0.01 0.47 0.26
H 1.0558 -0.5331 0.1536 -0.37 0.37 -0.17
H -0.7911 1.5535 -0.1185 0.47 -1.08 0.47
H -1.3796 0.6268 -1.3724 0.52 -0.45 0.14
H -2.9350 0.0847 -0.0597 -0.34 -0.35 0.05
H -1.7794 -1.2469 0.5946 -0.57 -0.38 -1.42
H 0.7361 1.1973 -2.4632 -0.87 0.97 0.77
H 1.9811 1.2940 -1.0966 -0.08 0.46 -0.10
H -2.7825 0.4713 4.4391 -0.13 0.06 0.21
H -2.8205 -0.3359 3.2085 -0.33 0.14 -0.18
O -3.2799 -0.2895 4.1232 0.58 -0.02 -0.48
H 3.2675 -0.3109 -2.1106 -0.20 -0.14 0.02
H 3.8540 -0.4298 -0.6373 0.46 -0.10 -0.39
O 4.2616 -0.4561 -1.5217 -0.40 0.16 0.44
```
Positions in Å, forces in eV/Å.

Results of the Löwdin charge analysis, in e, for atoms 1 through 2: -0.21, -0.27